Entry 1:
{"formula": "C4H4O4", "method": "ωB97M-V/def2-TZVPD", "symbols": ["C", "C", "C", "C", "O", "O", "O", "O", "H", "H", "H", "H"], "xyz": [[-0.099, -1.808, -0.568], [-0.703, 0.614, -0.173], [0.385, -0.393, -0.661], [0.421, 1.859, 1.199], [-0.035, 0.755, 1.603], [-1.852, 0.714, -0.322], [1.447, -0.008, -1.041], [0.967, 2.821, 1.628], [0.151, 1.885, -0.052], [-0.371, -2.025, 0.468], [-0.998, -1.933, -1.177], [0.688, -2.479, -0.905]], "charge": 0, "lumo_ev": -0.5, "relative_energy_kj_mol": 309.6, "mol_weight_g_mol": 116.07, "homo_lumo_gap_ev": 10.1}


Entry 2:
{"formula": "C5H11N", "method": "ωB97M-V/def2-TZVPD", "symbols": ["C", "C", "C", "C", "C", "N", "H", "H", "H", "H", "H", "H", "H", "H", "H", "H", "H"], "xyz": [[0.174, 2.356, 0.658], [0.885, 1.241, 0.732], [0.932, 0.227, -0.366], [-0.383, -0.614, -0.404], [-0.698, -1.337, 0.937], [-0.746, -1.519, -1.432], [0.125, 3.046, 1.492], [-0.354, 2.620, -0.251], [1.415, 1.047, 1.660], [1.810, -0.421, -0.249], [0.988, 0.740, -1.328], [-1.116, 0.206, -0.445], [-1.357, -2.143, 0.612], [-1.238, -0.697, 1.628], [0.177, -1.798, 1.408], [-0.541, -1.088, -2.335], [0.229, -1.850, -1.023]], "smiles": "C=CC[C@H](C)N", "charge": 0, "lumo_ev": 1.1, "relative_energy_kj_mol": 236.9, "mol_weight_g_mol": 85.15, "homo_lumo_gap_ev": 10.6}


Entry 3:
{"formula": "C6H9NS", "method": "ωB97M-V/def2-TZVPD", "symbols": ["S", "C", "C", "C", "C", "C", "C", "N", "H", "H", "H", "H", "H", "H", "H", "H", "H"], "xyz": [[2.540, 0.156, -0.043], [0.996, -0.643, 0.499], [0.115, -1.207, -0.686], [-1.148, -0.365, -0.521], [-0.795, 1.078, -0.867], [-0.114, 1.559, 0.160], [0.038, 0.426, 1.142], [-1.318, -0.190, 0.957], [1.877, 0.961, -0.876], [1.231, -1.403, 1.151], [0.564, -1.179, -1.655], [-0.168, -2.254, -0.373], [-2.076, -0.709, -0.947], [-1.116, 1.632, -1.733], [0.434, 2.495, 0.178], [0.291, 0.752, 2.191], [-1.349, -1.107, 1.424]], "smiles": "S[C@@H]1C[C@@H]2C=C[C@H]1N2", "charge": 0, "lumo_ev": 0.9, "relative_energy_kj_mol": 135.6, "mol_weight_g_mol": 127.21, "homo_lumo_gap_ev": 9.6}


Entry 4:
{"formula": "C4H7F3N2", "method": "ωB97M-V/def2-TZVPD", "symbols": ["C", "C", "C", "C", "N", "N", "F", "F", "F", "H", "H", "H", "H", "H", "H", "H"], "xyz": [[1.428, -0.524, -1.647], [-0.278, -1.699, 1.094], [-0.303, -0.547, 0.079], [-1.541, 0.271, 0.116], [0.397, -0.485, -1.015], [1.174, 2.191, 0.103], [-1.681, 1.028, -0.980], [-1.463, 1.110, 1.221], [-2.644, -0.466, 0.266], [1.674, -0.974, -2.589], [0.324, 1.955, -0.439], [0.720, -1.937, 1.396], [-0.768, -1.461, 2.036], [-0.626, -2.496, 0.583], [1.721, 1.273, 0.271], [1.864, 2.761, -0.495]], "charge": 0, "lumo_ev": 0.3, "relative_energy_kj_mol": 229.6, "mol_weight_g_mol": 140.11, "homo_lumo_gap_ev": 8.7}


Entry 5:
{"formula": "C6H7N2O2P", "method": "ωB97M-V/def2-TZVPD", "symbols": ["C", "C", "C", "C", "C", "C", "N", "N", "O", "O", "P", "H", "H", "H", "H", "H", "H", "H"], "xyz": [[-2.099, -1.654, 0.012], [-0.822, -1.914, 0.598], [-2.322, -0.411, -0.486], [0.114, -0.916, 0.646], [-1.391, 0.638, -0.371], [-0.136, 0.287, 0.141], [0.820, 2.429, -0.160], [0.797, 1.319, 0.367], [4.578, -0.500, -0.436], [2.475, 0.632, -0.371], [3.279, -0.639, 0.209], [-2.877, -2.328, 0.209], [-0.438, -2.933, 0.999], [-3.286, 0.005, -0.874], [1.024, -1.110, 1.147], [-1.806, 1.588, -0.547], [1.590, 3.015, 0.090], [0.502, 2.491, -1.174]], "charge": 0, "lumo_ev": -0.7, "relative_energy_kj_mol": 10.0, "mol_weight_g_mol": 170.11, "homo_lumo_gap_ev": 8.2}


Entry 6:
{"formula": "C25H37Cl5F3IrN3OSb", "method": "ωB97M-V/def2-TZVPD", "symbols": ["Ir", "Cl", "C", "C", "Cl", "C", "Cl", "C", "O", "C", "Cl", "C", "Cl", "C", "C", "C", "Sb", "C", "C", "C", "C", "C", "C", "H", "H", "H", "H", "H", "H", "H", "H", "H", "H", "H", "H", "H", "H", "H", "H", "H", "H", "H", "H", "H", "F", "C", "F", "F", "C", "C", "C", "N", "C", "C", "H", "H", "H", "H", "C", "C", "C", "C", "N", "N", "H", "H", "H", "H", "H", "H", "H", "H", "H", "H", "H", "H"], "xyz": [[0.197, -0.289, -0.168], [-5.479, 2.267, 3.253], [-3.947, 1.997, 2.544], [-3.538, 0.707, 2.245], [-4.509, -0.658, 2.592], [-2.291, 0.535, 1.657], [-1.727, -1.067, 1.224], [-1.418, 1.559, 1.390], [-0.195, 1.346, 0.887], [-1.839, 2.851, 1.691], [-0.750, 4.150, 1.360], [-3.091, 3.074, 2.259], [-3.582, 4.665, 2.614], [1.978, -3.546, 1.197], [1.952, -2.635, 2.425], [3.168, -2.821, 3.330], [1.748, -0.571, 1.878], [3.629, 0.177, 1.175], [4.012, -0.619, -0.076], [4.759, 0.168, 2.204], [1.006, 0.465, 3.614], [-0.049, -0.387, 4.320], [2.144, 0.854, 4.555], [1.928, -4.588, 1.518], [2.899, -3.425, 0.626], [1.133, -3.365, 0.529], [1.034, -2.817, 2.987], [4.095, -2.810, 2.756], [3.094, -3.797, 3.816], [3.242, -2.074, 4.122], [3.365, 1.196, 0.896], [4.300, -1.642, 0.176], [4.875, -0.152, -0.552], [3.203, -0.670, -0.807], [4.992, -0.833, 2.560], [4.559, 0.802, 3.063], [5.660, 0.553, 1.719], [0.553, 1.363, 3.196], [0.395, -1.272, 4.781], [-0.853, -0.710, 3.663], [-0.498, 0.202, 5.123], [2.621, -0.016, 5.010], [1.725, 1.454, 5.367], [2.907, 1.457, 4.067], [-2.342, -4.311, -5.120], [-1.040, -4.429, -4.858], [-0.794, -5.688, -4.493], [-0.353, -4.160, -5.965], [-0.660, -3.483, -3.731], [-1.279, -3.621, -2.498], [-0.949, -2.746, -1.489], [-0.046, -1.756, -1.653], [0.568, -1.658, -2.848], [0.287, -2.493, -3.908], [-2.011, -4.397, -2.323], [-1.415, -2.834, -0.521], [1.315, -0.885, -2.950], [0.801, -2.372, -4.851], [2.753, 4.366, -0.805], [2.592, 3.060, -1.572], [3.956, 2.441, -1.863], [1.840, 3.317, -2.883], [1.835, 2.157, -0.658], [1.152, 1.101, -1.322], [3.434, 5.025, -1.342], [3.172, 4.187, 0.188], [1.797, 4.881, -0.697], [4.494, 3.041, -2.597], [3.868, 1.428, -2.269], [4.560, 2.398, -0.955], [2.322, 4.127, -3.430], [0.807, 3.625, -2.693], [1.837, 2.446, -3.547], [1.184, 2.639, -0.049], [1.826, 0.716, -1.980], [0.359, 1.463, -1.867]], "charge": 2, "lumo_ev": -7.4, "mol_weight_g_mol": 943.83, "homo_lumo_gap_ev": 6.3}